Record 1
Formula: CH3NOS2
Source: the OMol25 dataset
Level of theory: ωB97M-V/def2-TZVPD

CARTESIAN COORDINATES (ANGSTROEM)
1 C 0.317 -0.547 0.372
2 N 0.879 0.796 -0.033
3 O 3.203 0.831 0.678
4 S 1.752 -1.573 -0.024
5 S 2.445 0.369 -0.476
6 H 0.001 -0.616 1.462
7 H -0.558 -0.791 -0.146
8 H 0.149 1.281 -0.536

Computed properties:
lowest unoccupied orbital energy	0.0011	hartree
E	-966.20947	Ha
maximum force	3.12	eV/Å
HOMO-LUMO gap	9.7	eV
charge	0


Record 2
Formula: CH3NP2
Source: the OMol25 dataset
Level of theory: ωB97M-V/def2-TZVPD

CARTESIAN COORDINATES (ANGSTROEM)
1 N 2.502 -0.620 -0.107
2 C 1.553 -0.015 0.148
3 P 0.082 0.993 -0.003
4 P -1.203 -0.652 0.114
5 H 0.062 1.526 1.413
6 H -2.327 -0.052 -0.560
7 H -0.671 -1.180 -1.003

Computed properties:
lowest unoccupied orbital energy	0.0239	hartree
E	-777.31114	Ha
maximum force	3.20	eV/Å
HOMO-LUMO gap	10.0	eV
structure (SMILES)	N#C[PH]#[PH2]
charge	0


Record 3
Formula: CH3NS2
Source: the OMol25 dataset
Level of theory: ωB97M-V/def2-TZVPD

CARTESIAN COORDINATES (ANGSTROEM)
1 N 1.374 -0.331 0.090
2 S -0.072 0.112 -0.878
3 C -1.142 0.354 0.277
4 S -2.968 0.338 -0.486
5 H 2.217 0.072 -0.362
6 H 1.403 -1.302 0.072
7 H -0.811 0.755 1.287

Computed properties:
lowest unoccupied orbital energy (spin up / spin down)	-0.0393 / -0.0394	hartree
E	-890.93237	Ha
maximum force	5.87	eV/Å
HOMO-LUMO gap (spin up / spin down)	7.4 / 7.4	eV
structure (SMILES)	NSC=S
charge	0


Record 4
Formula: CH3NS2
Source: the OMol25 dataset
Level of theory: ωB97M-V/def2-TZVPD

CARTESIAN COORDINATES (ANGSTROEM)
1 C -2.355 -0.273 0.420
2 N 1.660 -0.134 -0.245
3 S -3.151 0.986 0.121
4 S -1.441 -1.497 0.568
5 H 1.666 0.365 -1.152
6 H 1.029 0.475 0.249
7 H 2.591 0.078 0.039

Computed properties:
lowest unoccupied orbital energy	0.0049	hartree
E	-891.02262	Ha
maximum force	1.99	eV/Å
HOMO-LUMO gap	9.7	eV
charge	0


Record 5
Formula: CH3NS2
Source: the OMol25 dataset
Level of theory: ωB97M-V/def2-TZVPD

CARTESIAN COORDINATES (ANGSTROEM)
1 C -0.037 -0.732 0.686
2 N -0.411 0.641 0.637
3 S -1.766 -0.152 0.530
4 S 0.361 1.248 -1.687
5 H 0.138 -1.244 -0.294
6 H 0.172 -1.323 1.589
7 H -0.807 1.007 -2.383

Computed properties:
lowest unoccupied orbital energy (spin up / spin down)	-0.0533 / -0.0396	hartree
E	-890.87975	Ha
maximum force	3.77	eV/Å
HOMO-LUMO gap (spin up / spin down)	7.3 / 8.1	eV
charge	0


Record 6
Formula: CH3NS2
Source: the OMol25 dataset
Level of theory: ωB97M-V/def2-TZVPD

CARTESIAN COORDINATES (ANGSTROEM)
1 S 1.618 -0.076 1.859
2 C 0.248 -0.261 0.936
3 N 0.262 -0.120 -0.438
4 S -1.104 -0.187 -1.424
5 H -0.760 -0.617 1.304
6 H 1.142 0.181 -0.890
7 H -1.406 1.080 -1.348

Computed properties:
lowest unoccupied orbital energy	0.0093	hartree
E	-891.00164	Ha
maximum force	1.54	eV/Å
HOMO-LUMO gap	9.1	eV
structure (SMILES)	S=CNS
charge	0


Record 7
Formula: CH3NS3
Source: the OMol25 dataset
Level of theory: ωB97M-V/def2-TZVPD

CARTESIAN COORDINATES (ANGSTROEM)
1 C -1.323 0.019 0.017
2 N 2.101 0.230 -0.077
3 S -0.785 1.509 0.199
4 S -2.489 -1.088 0.177
5 S 1.491 -1.307 0.090
6 H 2.621 0.612 0.646
7 H 2.128 0.660 -0.964
8 H -3.744 -0.635 -0.087

Computed properties:
lowest unoccupied orbital energy (spin up / spin down)	-0.0290 / -0.0205	hartree
E	-1289.09920	Ha
maximum force	2.70	eV/Å
HOMO-LUMO gap (spin up / spin down)	7.4 / 7.2	eV
charge	0


Record 8
Formula: CH3O2S
Source: the OMol25 dataset
Level of theory: ωB97M-V/def2-TZVPD

CARTESIAN COORDINATES (ANGSTROEM)
1 C -0.296 0.156 0.751
2 O -0.592 -0.141 -1.964
3 O 1.733 -0.306 -0.896
4 S 0.380 -0.868 -0.829
5 H -0.048 -0.174 1.756
6 H -1.336 0.236 0.643
7 H 0.159 1.098 0.538

Computed properties:
lowest unoccupied orbital energy	0.1559	hartree
E	-588.57135	Ha
maximum force	5.31	eV/Å
HOMO-LUMO gap	7.4	eV
charge	-1


Record 9
Formula: CH3O2S
Source: the OMol25 dataset
Level of theory: ωB97M-V/def2-TZVPD

CARTESIAN COORDINATES (ANGSTROEM)
1 S 1.046 1.701 -1.314
2 H 0.729 0.792 -2.245
3 O -0.995 -1.761 1.402
4 C -0.667 -0.733 0.884
5 O 0.558 -0.482 0.468
6 H -1.412 0.075 0.747
7 H 0.740 0.408 0.058

Computed properties:
2S+1	2
lowest unoccupied orbital energy (spin up / spin down)	0.0153 / -0.1364	hartree
E	-588.50602	Ha
maximum force	1.26	eV/Å
HOMO-LUMO gap (spin up / spin down)	10.7 / 6.5	eV
charge	0


Record 10
Formula: CH3O3
Source: the OMol25 dataset
Level of theory: ωB97M-V/def2-TZVPD

CARTESIAN COORDINATES (ANGSTROEM)
1 O -0.823 -0.228 -1.754
2 H -0.019 0.026 -1.247
3 H -1.561 -0.136 -1.110
4 O 0.679 1.031 1.858
5 O 0.918 0.197 -0.186
6 C 0.551 0.049 1.005
7 H 0.254 -0.939 1.433

Computed properties:
lowest unoccupied orbital energy	0.1685	hartree
E	-265.67276	Ha
maximum force	5.04	eV/Å
HOMO-LUMO gap	8.8	eV
charge	-1


Record 11
Formula: CH3O3P
Source: the OMol25 dataset
Level of theory: ωB97M-V/def2-TZVPD

CARTESIAN COORDINATES (ANGSTROEM)
1 O -0.468 0.827 -1.565
2 C -0.066 0.194 -0.653
3 P 1.827 -0.520 -0.283
4 O -0.612 -0.307 0.398
5 O -2.014 -0.457 0.612
6 H 1.242 -0.907 0.849
7 H 2.387 0.694 0.154
8 H -2.297 0.475 0.488

Computed properties:
lowest unoccupied orbital energy	0.0153	hartree
E	-606.82969	Ha
maximum force	3.73	eV/Å
HOMO-LUMO gap	10.5	eV
structure (SMILES)	O=C(P)OO
charge	0


Record 12
Formula: CH3O3PS
Source: the OMol25 dataset
Level of theory: ωB97M-V/def2-TZVPD

CARTESIAN COORDINATES (ANGSTROEM)
1 C 1.204 -0.891 0.412
2 O 0.015 -1.418 -0.399
3 O -1.297 0.594 -0.735
4 O -1.994 3.080 -0.354
5 P -1.351 -0.879 -0.699
6 S -0.935 2.094 -0.265
7 H 1.982 -0.780 -0.125
8 H 0.749 -0.144 1.119
9 H 1.627 -1.656 1.045

Computed properties:
2S+1	3
lowest unoccupied orbital energy (spin up / spin down)	0.0229 / -0.0478	hartree
E	-1005.02653	Ha
maximum force	8.77	eV/Å
HOMO-LUMO gap (spin up / spin down)	6.7 / 9.1	eV
charge	0


Record 13
Formula: CH3O3S
Source: the OMol25 dataset
Level of theory: ωB97M-V/def2-TZVPD

CARTESIAN COORDINATES (ANGSTROEM)
1 C 1.095 -0.228 -0.593
2 O -0.718 1.681 -0.957
3 O -1.382 -0.575 0.027
4 O 0.738 -1.399 -0.770
5 S -0.412 0.587 -0.056
6 H 1.497 0.443 1.420
7 H -0.216 -1.515 -0.447
8 H -0.602 1.007 1.376

Computed properties:
lowest unoccupied orbital energy (spin up / spin down)	0.1377 / 0.1377	hartree
E	-663.63675	Ha
maximum force	4.83	eV/Å
HOMO-LUMO gap (spin up / spin down)	6.6 / 6.6	eV
charge	-1


Record 14
Formula: CH3O4S2
Source: the OMol25 dataset
Level of theory: ωB97M-V/def2-TZVPD

CARTESIAN COORDINATES (ANGSTROEM)
1 C -1.486 -0.392 -0.509
2 O 2.552 0.900 1.199
3 O -3.836 -1.317 -0.075
4 O 2.370 -2.231 0.865
5 O 2.496 -1.103 -1.303
6 S -2.572 -0.935 0.588
7 S 1.871 -1.165 0.006
8 H 1.883 0.864 1.891
9 H -0.529 -0.083 -0.143
10 H -1.690 -0.354 -1.563

Computed properties:
lowest unoccupied orbital energy (spin up / spin down)	0.0862 / 0.0862	hartree
E	-1137.21034	Ha
maximum force	2.27	eV/Å
HOMO-LUMO gap (spin up / spin down)	6.5 / 6.5	eV
charge	-1


Record 15
Formula: CH3OP
Source: the OMol25 dataset
Level of theory: ωB97M-V/def2-TZVPD

CARTESIAN COORDINATES (ANGSTROEM)
1 C -0.044 -0.561 0.049
2 O 1.485 0.042 -0.734
3 P 1.295 0.491 0.721
4 H -0.813 -0.118 -0.481
5 H 0.047 -1.684 0.330
6 H 0.885 1.881 0.382

Computed properties:
lowest unoccupied orbital energy	0.0102	hartree
E	-456.38955	Ha
maximum force	4.42	eV/Å
HOMO-LUMO gap	9.2	eV
charge	0


Record 16
Formula: CH3OPS
Source: the OMol25 dataset
Level of theory: ωB97M-V/def2-TZVPD

CARTESIAN COORDINATES (ANGSTROEM)
1 C 1.300 -0.418 -0.027
2 O -1.461 -0.080 -0.264
3 P -0.066 0.657 -0.124
4 S -3.064 -0.088 0.228
5 H 1.212 -1.401 -0.508
6 H 2.218 -0.133 -0.489
7 H -0.140 1.464 1.184

Computed properties:
lowest unoccupied orbital energy (spin up / spin down)	-0.0329 / -0.0795	hartree
E	-854.52096	Ha
maximum force	2.63	eV/Å
HOMO-LUMO gap (spin up / spin down)	8.4 / 5.8	eV
charge	0


Record 17
Formula: CH3PS
Source: the OMol25 dataset
Level of theory: ωB97M-V/def2-TZVPD

CARTESIAN COORDINATES (ANGSTROEM)
1 P 0.345 -0.345 0.188
2 C -1.064 0.386 -0.818
3 S -1.218 1.359 -1.955
4 H 1.637 -0.077 0.485
5 H -0.226 0.326 1.423
6 H 0.527 -1.650 0.677

Computed properties:
lowest unoccupied orbital energy	-0.0071	hartree
E	-779.26585	Ha
maximum force	4.52	eV/Å
HOMO-LUMO gap	6.8	eV
structure (SMILES)	[PH3]=C=S
charge	0


Record 18
Formula: CH3PSi
Source: the OMol25 dataset
Level of theory: ωB97M-V/def2-TZVPD

CARTESIAN COORDINATES (ANGSTROEM)
1 C -2.354 1.296 0.382
2 Si 2.633 0.613 -0.373
3 P -3.098 -0.026 0.691
4 H -1.884 2.117 0.095
5 H 2.452 1.604 -1.581
6 H 1.156 0.208 -0.269

Computed properties:
lowest unoccupied orbital energy	-0.0410	hartree
E	-670.56646	Ha
maximum force	5.52	eV/Å
HOMO-LUMO gap	7.7	eV
charge	0


Record 19
Formula: CH43N5O20S
Source: the OMol25 dataset
Level of theory: ωB97M-V/def2-TZVPD

CARTESIAN COORDINATES (ANGSTROEM)
1 S 1.859 1.292 0.372
2 N 0.635 0.729 -2.014
3 N -0.453 0.248 -2.460
4 C 0.653 0.624 -0.663
5 N -1.210 0.105 0.989
6 N -1.217 -0.300 -1.416
7 N -0.487 -0.047 -0.238
8 H -1.759 -0.727 1.202
9 H -0.499 0.299 1.792
10 H -1.590 -1.266 -1.615
11 O -1.306 -2.784 -2.422
12 H -1.817 -3.401 -1.804
13 H -1.339 -3.174 -3.355
14 O 2.598 2.454 3.828
15 H 3.180 1.773 3.358
16 H 2.994 2.631 4.742
17 O -3.768 2.695 -2.888
18 H -3.555 2.186 -2.040
19 H -4.270 2.075 -3.511
20 O -3.589 1.052 0.053
21 H -3.680 1.741 0.788
22 H -2.684 0.610 0.146
23 O -1.578 -3.806 3.001
24 H -2.015 -4.207 3.820
25 H -2.303 -3.408 2.419
26 O 0.560 0.499 3.679
27 H 0.993 1.400 3.519
28 H 1.069 0.033 4.419
29 O -3.483 -2.606 1.439
30 H -3.921 -2.339 2.311
31 H -4.090 -2.319 0.681
32 O -1.879 3.715 2.497
33 H -1.884 4.406 1.758
34 H -1.030 3.834 3.034
35 O 0.931 -3.754 -1.158
36 H 0.939 -3.672 -0.150
37 H 0.127 -3.249 -1.509
38 O -1.901 0.515 4.864
39 H -1.037 0.345 4.365
40 H -2.185 -0.350 5.305
41 O 2.878 -1.325 -1.814
42 H 2.150 -2.019 -1.699
43 H 3.562 -1.462 -1.082
44 O 4.691 1.001 -2.009
45 H 3.756 0.626 -1.909
46 H 4.614 1.963 -2.312
47 O -2.800 -4.073 -0.809
48 H -3.132 -5.029 -0.794
49 H -3.064 -3.634 0.063
50 O -0.544 2.980 -4.133
51 H -0.518 2.282 -3.401
52 H -1.036 2.588 -4.926
53 O 1.312 -2.976 1.306
54 H 1.019 -3.196 2.249
55 H 2.149 -2.410 1.360
56 O -1.097 -0.952 -5.357
57 H -0.197 -0.490 -5.362
58 H -0.953 -1.922 -5.107
59 O 4.213 0.380 2.845
60 H 4.296 0.263 1.843
61 H 3.893 -0.495 3.239
62 O 0.534 4.784 -0.788
63 H 1.056 4.654 0.069
64 H 1.071 4.389 -1.549
65 O 3.430 -1.224 -4.393
66 H 2.692 -0.788 -4.930
67 H 3.156 -1.219 -3.419
68 O 2.135 4.366 1.547
69 H 2.385 3.765 2.322
70 H 2.341 5.321 1.810

Computed properties:
lowest unoccupied orbital energy	-0.0351	hartree
E	-2240.45426	Ha
maximum force	4.08	eV/Å
HOMO-LUMO gap	7.4	eV
charge	0


Record 20
Formula: CH44BNO23P2S
Source: the OMol25 dataset
Level of theory: ωB97M-V/def2-TZVPD

CARTESIAN COORDINATES (ANGSTROEM)
1 O 2.067 -1.441 0.198
2 P 3.090 -0.576 -0.591
3 O 4.191 0.217 0.457
4 O 3.923 -1.500 -1.741
5 P 1.884 0.868 -1.745
6 B 0.281 1.018 -0.668
7 N -0.996 0.557 -1.356
8 C -1.107 -0.670 -0.988
9 S -1.250 -2.291 -0.653
10 H 4.329 -0.449 1.178
11 H 3.663 -2.436 -1.579
12 H 1.602 0.251 -3.000
13 H 0.292 1.401 0.448
14 O -2.967 2.538 -2.509
15 H -2.338 1.843 -2.268
16 H -2.751 2.739 -3.427
17 O 0.795 1.902 -4.282
18 H 0.753 1.053 -4.740
19 H 1.504 2.378 -4.736
20 O -4.011 -4.198 1.314
21 H -3.328 -3.787 0.772
22 H -4.723 -3.546 1.325
23 O 7.020 1.384 -0.881
24 H 6.183 1.243 -0.422
25 H 7.683 1.031 -0.272
26 O -4.176 -1.143 -1.059
27 H -4.058 -0.203 -0.870
28 H -4.796 -1.155 -1.800
29 O -1.336 0.953 2.222
30 H -0.801 0.602 2.943
31 H -2.165 1.213 2.651
32 O 2.764 3.020 -6.856
33 H 3.449 3.442 -7.389
34 H 2.048 3.667 -6.843
35 O -0.736 -1.931 3.013
36 H -1.213 -2.745 2.815
37 H -0.384 -1.651 2.157
38 O -4.185 1.067 4.030
39 H -4.115 1.797 4.659
40 H -5.007 0.625 4.276
41 O 6.738 1.735 -3.980
42 H 7.222 0.980 -4.334
43 H 7.131 1.875 -3.108
44 O -6.761 0.048 -1.991
45 H -7.609 0.402 -2.285
46 H -6.562 0.552 -1.192
47 O -1.247 2.689 4.632
48 H -0.619 1.998 4.876
49 H -1.028 2.891 3.713
50 O -6.444 -3.099 -2.959
51 H -5.679 -3.123 -2.371
52 H -6.809 -2.213 -2.833
53 O 8.711 1.298 1.720
54 H 8.957 2.231 1.692
55 H 8.999 1.007 2.593
56 O 5.012 3.299 0.485
57 H 4.543 2.479 0.284
58 H 5.363 3.582 -0.369
59 O -2.406 -1.781 -3.848
60 H -1.933 -2.542 -4.205
61 H -2.007 -1.644 -2.977
62 O -2.482 5.239 5.759
63 H -1.998 4.483 5.399
64 H -2.090 5.374 6.630
65 O -2.516 -4.316 5.008
66 H -2.398 -3.377 5.198
67 H -3.136 -4.328 4.265
68 O -5.321 -3.317 5.732
69 H -6.158 -3.450 6.194
70 H -4.660 -3.679 6.336
71 O 5.147 -4.001 -2.313
72 H 5.112 -4.854 -2.762
73 H 5.853 -3.525 -2.768

Computed properties:
lowest unoccupied orbital energy	-0.0280	hartree
E	-2955.52601	Ha
maximum force	5.71	eV/Å
HOMO-LUMO gap	8.3	eV
charge	0